{"formula": "C44H46BFN8NaO2S", "method": "the ωB97M-V functional and the def2-TZVPD basis", "molar_mass_g_mol": 803.77, "total_energy_ev": -81036.07949, "e_above_lowest_kcal_mol": 0.0, "fmax_ev_per_a": 4.22, "homo_lumo_gap_ha": [0.220, 0.153], "charge": -1, "elements": ["Na", "C", "C", "C", "C", "C", "N", "C", "C", "C", "N", "C", "C", "C", "C", "C", "C", "C", "C", "N", "C", "C", "C", "N", "C", "C", "C", "C", "O", "C", "O", "H", "H", "H", "H", "H", "H", "H", "H", "H", "H", "H", "H", "H", "H", "H", "H", "H", "H", "H", "H", "H", "H", "H", "H", "H", "H", "H", "H", "N", "C", "C", "C", "C", "C", "C", "S", "N", "C", "C", "C", "C", "C", "C", "N", "H", "H", "H", "H", "H", "H", "H", "H", "H", "F", "C", "C", "C", "C", "C", "C", "C", "H", "H", "H", "H", "H", "H", "B", "C", "N", "H", "H", "H"], "xyz": [[13.80862, 13.85061, 11.49225], [10.24935, 7.24856, 10.11984], [11.07756, 8.49317, 10.15048], [11.90294, 8.85107, 9.06614], [12.71127, 9.98455, 9.12988], [13.55838, 10.29576, 8.02334], [14.42821, 11.27725, 8.09895], [15.12794, 11.82266, 6.94100], [14.53839, 13.17213, 6.53704], [14.84216, 14.29466, 7.52472], [16.22921, 14.77645, 7.42692], [17.34295, 14.17597, 7.79876], [17.59901, 13.25973, 8.88693], [18.84256, 12.60935, 8.80386], [19.21881, 11.62204, 9.73520], [20.51069, 10.88704, 9.60640], [18.37271, 11.38506, 10.81851], [17.18615, 12.09979, 11.00456], [16.47146, 11.87632, 12.24854], [15.66846, 12.73755, 12.77412], [15.16641, 12.41926, 14.11955], [14.00420, 13.35090, 14.46798], [12.61216, 12.77311, 14.19068], [12.59689, 12.20264, 12.83224], [11.93772, 11.11615, 12.66547], [11.89932, 10.42595, 11.40025], [11.08997, 9.29559, 11.29263], [12.73607, 10.84725, 10.30544], [13.46968, 11.88564, 10.34397], [16.74364, 13.07849, 10.04665], [15.68806, 13.77185, 10.21344], [10.32332, 6.77175, 9.15201], [9.19733, 7.46137, 10.33303], [10.56488, 6.53660, 10.88207], [11.87440, 8.23838, 8.16959], [13.47639, 9.69071, 7.11143], [14.32408, 11.82360, 8.99296], [15.05363, 11.09835, 6.12015], [16.19695, 11.86012, 7.16864], [13.45405, 13.08267, 6.42485], [14.89084, 13.42102, 5.52892], [14.73401, 14.00925, 8.57430], [14.21138, 15.16706, 7.31075], [16.40794, 15.44293, 6.68100], [18.24298, 14.34051, 7.21829], [19.51516, 12.83231, 7.98316], [20.94827, 11.01994, 8.61918], [20.35969, 9.81925, 9.76990], [21.23082, 11.23017, 10.35192], [18.65573, 10.64009, 11.55348], [16.68482, 10.90714, 12.75067], [15.95185, 12.52554, 14.88381], [14.86765, 11.35688, 14.18815], [14.07302, 14.34139, 14.00015], [14.06045, 13.59405, 15.52956], [11.90956, 13.60183, 14.26014], [12.32396, 12.01841, 14.94577], [11.34982, 10.66767, 13.49668], [10.45524, 9.01558, 12.12296], [10.33127, 15.26451, 8.58316], [9.45939, 14.17884, 8.42413], [8.60120, 14.12580, 7.30056], [7.74543, 13.06216, 7.13930], [7.75481, 11.99124, 8.06726], [8.59443, 12.03901, 9.17649], [9.46035, 13.14838, 9.38869], [10.49754, 13.22344, 10.75068], [11.62851, 14.30102, 10.30037], [11.42434, 15.20421, 9.36146], [12.46469, 16.22130, 9.17967], [12.24502, 17.35631, 8.36768], [13.28495, 18.26994, 8.23123], [14.49477, 18.04669, 8.89329], [14.60596, 16.91608, 9.69002], [13.62595, 16.02140, 9.82593], [10.36027, 15.92694, 7.81724], [8.64110, 14.94672, 6.58687], [7.06231, 13.03962, 6.30130], [7.09929, 11.13695, 7.93276], [8.61624, 11.23818, 9.89644], [11.26960, 17.54034, 7.93007], [13.15099, 19.14591, 7.60515], [15.33089, 18.72252, 8.80932], [15.51672, 16.70649, 10.23157], [19.00670, 18.61699, 16.64277], [18.15810, 18.03051, 15.78083], [17.02673, 18.73206, 15.35543], [16.16829, 18.14788, 14.43215], [16.43217, 16.83703, 13.90931], [15.63608, 16.28458, 12.92754], [17.58187, 16.13321, 14.41026], [18.43940, 16.72502, 15.33101], [16.83056, 19.72780, 15.72852], [15.27504, 18.66396, 14.09686], [15.88698, 15.30888, 12.56024], [14.74752, 16.80527, 12.60775], [17.75492, 15.13253, 14.04845], [19.29302, 16.17301, 15.69195], [10.76810, 16.77424, 14.36455], [11.74268, 16.14511, 13.32830], [12.47204, 15.63467, 12.57185], [9.69251, 16.90440, 13.81201], [10.72469, 15.97752, 15.28611], [11.22851, 17.83725, 14.72848]], "forces_ev_per_a": [[0.1, 0.3, -0.2], [-0.3, 0.1, 0.2], [0.8, 0.1, -1.4], [-1.4, -0.5, 1.5], [0.6, 0.5, -0.3], [0.2, 0.5, 0.8], [-0.8, -0.4, -0.9], [0.2, -0.6, -0.1], [0.0, 0.0, -0.1], [0.9, 0.4, -0.3], [-2.2, 2.1, -1.4], [2.4, -2.4, 2.1], [0.0, 1.1, -1.1], [0.0, -1.2, 1.1], [-0.5, 0.8, -0.2], [0.2, -0.1, 0.1], [0.3, 0.0, -0.6], [-0.2, 0.2, -0.3], [-0.7, 0.8, 0.3], [0.8, -1.1, 0.4], [-0.1, 0.0, -0.2], [-0.3, -0.1, 0.7], [0.3, -0.2, -0.2], [-0.9, -0.6, 1.0], [0.5, 1.3, 0.7], [-0.6, -0.9, -0.1], [0.9, 0.8, -0.3], [0.5, 0.3, -0.3], [-0.6, -1.2, -0.3], [-0.1, -0.2, 0.5], [0.4, 0.0, -0.3], [-0.1, -0.2, -0.2], [0.0, 0.0, -0.1], [0.1, -0.1, 0.0], [0.2, 0.0, 0.0], [0.2, 0.3, 0.2], [0.1, 0.0, 0.2], [-0.3, 0.1, 0.1], [-0.1, 0.4, 0.1], [-0.1, -0.2, 0.2], [0.2, 0.1, 0.1], [-0.4, -0.1, -0.1], [0.0, -0.3, 0.1], [-0.5, -0.2, 0.2], [-0.2, 0.3, -0.4], [0.0, 0.0, -0.1], [0.1, 0.0, -0.1], [0.1, -0.1, 0.0], [0.2, 0.0, 0.0], [0.0, -0.1, 0.1], [0.0, 0.4, 0.0], [0.1, 0.2, -0.3], [-0.1, 0.2, -0.1], [0.3, -0.4, -0.2], [-0.1, -0.1, 0.2], [-0.2, 0.0, -0.2], [0.1, 0.1, -0.2], [0.3, 0.1, -0.3], [0.0, 0.0, 0.2], [-1.3, 0.7, -1.1], [-0.7, -0.9, -0.2], [1.0, 0.3, 1.0], [-0.3, -1.2, 0.6], [0.1, 0.8, -0.2], [0.7, 1.1, -0.4], [-1.6, -0.3, -2.0], [-0.6, -0.6, 1.1], [0.6, 2.6, -2.5], [1.5, -2.5, 3.1], [1.0, 1.1, -0.2], [0.4, -0.5, 0.7], [0.2, -0.1, 0.0], [-0.6, -0.1, -0.2], [-0.6, -0.4, -0.1], [-0.3, 0.3, -0.3], [-0.1, -0.4, 0.2], [-0.1, -0.1, 0.1], [0.0, 0.0, -0.1], [0.0, 0.1, 0.0], [0.0, -0.2, 0.1], [0.2, 0.1, -0.1], [0.0, 0.0, 0.1], [0.0, 0.1, -0.1], [0.1, -0.1, 0.0], [0.2, 0.2, 0.3], [-0.5, -0.8, -0.7], [0.0, -0.4, -0.3], [0.5, -0.5, 0.3], [0.7, 0.5, 0.7], [-0.2, 0.1, 0.1], [-0.2, 1.0, 0.3], [-0.8, 0.3, -0.3], [0.1, 0.0, 0.1], [0.1, 0.0, 0.0], [-0.1, -0.4, -0.4], [-0.1, -0.2, -0.2], [0.1, -0.2, -0.1], [0.2, 0.1, 0.1], [-0.2, 0.1, 0.2], [1.2, -0.7, -1.3], [-0.7, 0.7, 1.2], [-0.1, 0.0, 0.1], [-0.1, 0.0, 0.1], [0.0, 0.1, 0.0]], "mulliken_charge": [0.7849, -1.8239, 0.6381, -0.6722, 0.3418, -0.4184, 0.5732, -0.9690, -1.1138, 1.3893, 0.0928, -1.5951, 1.2418, -1.0110, 0.5407, -1.7074, -0.9288, 1.3525, -1.0806, 0.7946, -1.3430, 0.2644, -1.3226, 0.7018, -1.3692, 1.0344, -0.6530, 0.2457, 0.1567, -0.9088, 0.1913, 0.3681, 0.3387, 0.3361, 0.3113, 0.3703, -0.3886, 0.5464, 0.2524, 0.3126, 0.4630, -1.2220, 0.3538, 0.3391, 0.2898, 0.2913, 0.3679, 0.3596, 0.2987, 0.3865, 0.0885, 0.4167, 0.3970, -0.3484, 0.5808, 0.1118, 0.4990, 0.1066, 0.4541, -0.0078, -0.1098, -0.8470, -0.4885, -0.7835, -0.6896, 0.8573, -0.1982, 0.2022, 0.0326, 0.9302, -1.1201, -0.8600, -1.1688, -0.4890, 0.9205, 0.0858, 0.3528, 0.3723, 0.3786, 0.4142, 0.6062, 0.3885, 0.4792, 0.5937, -0.3435, 0.3889, -0.5175, -0.5546, 1.2808, -1.2891, -0.4481, -0.5751, 0.4025, 0.4184, 0.0381, 0.3134, 0.4495, 0.4260, 0.6596, -0.2042, -0.8110, -0.1898, -0.1929, -0.2116]}

---

{"formula": "C30H64N5O6", "method": "the ωB97M-V functional and the def2-TZVPD basis", "molar_mass_g_mol": 590.87, "total_energy_ev": -51871.94034, "fmax_ev_per_a": 3.22, "homo_lumo_gap_ha": 0.212, "charge": 1, "elements": ["C", "C", "C", "O", "O", "C", "C", "C", "C", "C", "C", "C", "C", "C", "C", "N", "C", "H", "H", "H", "H", "H", "H", "H", "H", "H", "H", "H", "H", "H", "H", "H", "H", "H", "H", "H", "H", "C", "C", "C", "O", "C", "N", "H", "H", "H", "H", "H", "H", "H", "H", "H", "H", "H", "C", "C", "C", "O", "C", "N", "H", "H", "H", "H", "H", "H", "H", "H", "H", "H", "H", "C", "C", "C", "O", "C", "N", "H", "H", "H", "H", "H", "H", "H", "H", "H", "H", "H", "C", "C", "C", "O", "C", "N", "H", "H", "H", "H", "H", "H", "H", "H", "H", "H", "H"], "xyz": [[-2.37094, 0.23931, -5.53183], [-1.02931, -0.03567, -5.47840], [-0.29657, -0.36329, -4.14819], [0.89388, -0.58481, -4.22049], [-0.95945, -0.37014, -2.92434], [-0.05605, 0.02411, -1.85722], [-0.85062, 0.20807, -0.50952], [-0.91538, 1.73661, -0.02029], [0.02481, 1.86038, 1.24063], [0.79065, 3.23756, 1.38792], [1.44558, 3.77945, 0.05512], [0.59312, 4.92107, -0.59391], [-0.86169, 5.03479, -0.34065], [-1.67342, 6.08138, -0.98276], [-0.96860, 7.01706, -1.83681], [0.38192, 6.90163, -2.06220], [1.16367, 5.90989, -1.49859], [-3.13866, -0.27196, -4.89532], [-2.69862, 1.06175, -6.22365], [-0.41655, -0.07657, -6.41349], [0.63378, -0.85731, -1.70348], [0.59778, 0.88714, -2.14156], [-1.87301, -0.22682, -0.67324], [-0.36210, -0.43725, 0.27289], [-1.99173, 1.97707, 0.18230], [-0.59997, 2.34233, -0.90873], [-0.64569, 1.77432, 2.14623], [0.77112, 1.02998, 1.34344], [0.12522, 3.98363, 1.89481], [1.63974, 3.05303, 2.10938], [2.46044, 4.22887, 0.24517], [1.58270, 2.89607, -0.62481], [-1.36609, 4.32156, 0.34652], [-2.76802, 6.11783, -0.79414], [-1.57530, 7.83310, -2.30079], [0.80082, 7.58464, -2.69387], [2.25002, 5.87758, -1.72957], [1.27250, -3.40130, 4.50264], [1.46918, -1.94387, 4.90722], [0.16063, -1.22991, 5.29341], [-0.65351, -0.85493, 4.18881], [-1.46722, -1.89665, 3.67559], [2.16972, -1.23856, 3.82613], [0.85507, -3.50587, 3.49975], [2.23088, -3.92533, 4.50340], [0.61220, -3.91751, 5.20359], [2.11516, -1.93978, 5.79101], [0.42498, -0.29213, 5.79165], [-0.41762, -1.81469, 6.01918], [-1.81678, -2.57062, 4.46219], [-0.92822, -2.45623, 2.90794], [-2.33697, -1.43971, 3.19936], [2.38386, -0.29395, 4.13815], [1.49745, -1.09698, 3.07347], [-6.14700, 2.70231, -3.38798], [-5.27166, 3.18571, -2.23638], [-5.94748, 4.24885, -1.35027], [-5.98447, 5.55028, -1.91852], [-7.04312, 5.76484, -2.84057], [-3.99585, 3.66986, -2.77794], [-6.20370, 3.42498, -4.20318], [-5.74091, 1.78036, -3.80928], [-7.16275, 2.49112, -3.04673], [-5.06589, 2.31731, -1.60193], [-5.35467, 4.34833, -0.43434], [-6.95017, 3.93372, -1.03811], [-7.94831, 5.22041, -2.55974], [-6.73021, 5.48687, -3.84878], [-7.26978, 6.83193, -2.84867], [-3.38079, 3.90158, -2.00100], [-4.17796, 4.57087, -3.21840], [1.04692, -5.84031, -5.83495], [1.00029, -4.45928, -5.18836], [-0.15807, -3.58065, -5.69479], [0.05242, -3.01408, -6.98093], [-0.24034, -3.88073, -8.06427], [2.29784, -3.80059, -5.37560], [1.43954, -5.81335, -6.85236], [1.69786, -6.50355, -5.26149], [0.05332, -6.29459, -5.86336], [0.84700, -4.61109, -4.11465], [-0.25330, -2.73080, -5.01470], [-1.11559, -4.11642, -5.65948], [-1.08216, -4.54331, -7.84431], [0.64233, -4.46468, -8.33222], [-0.50119, -3.26430, -8.92637], [2.29486, -2.92174, -4.86224], [2.35114, -3.50913, -6.35017], [6.69662, -4.65268, 7.80210], [5.37021, -4.17863, 8.38778], [4.33349, -3.78024, 7.32027], [4.56551, -2.51436, 6.71743], [5.52078, -2.52767, 5.66902], [5.62918, -3.08069, 9.32638], [7.31035, -3.82916, 7.43441], [7.28281, -5.16873, 8.56517], [6.53457, -5.35290, 6.97898], [4.94897, -5.01678, 8.95228], [3.36024, -3.69330, 7.81423], [4.22504, -4.55906, 6.55457], [5.48676, -3.45709, 5.09386], [6.52391, -2.36419, 6.06811], [5.29406, -1.69716, 4.99832], [4.75710, -2.83084, 9.78667], [5.85343, -2.25565, 8.77245]], "forces_ev_per_a": [[0.9, 0.4, -0.1], [-1.6, -0.4, 1.3], [0.2, -1.3, -1.3], [-0.5, 0.5, 0.5], [0.5, 1.4, -1.4], [0.7, -1.8, 1.3], [-0.3, 0.2, -0.6], [0.3, -1.8, -0.4], [-0.6, 1.1, 0.5], [0.6, -0.5, 0.5], [-0.3, 0.7, 0.3], [-1.6, 1.0, -1.1], [0.7, 1.5, -1.4], [3.1, -0.7, 0.0], [-1.4, -1.3, 1.2], [-0.9, -1.0, 0.9], [-1.1, -1.2, 1.3], [1.0, 1.3, 0.1], [-0.1, -1.7, -0.1], [-0.1, 0.9, 1.3], [-0.5, 1.0, -0.3], [-0.8, -0.5, 0.1], [0.9, 0.5, 0.1], [-0.5, 0.8, -0.7], [1.0, 0.0, 0.1], [-0.1, -0.3, 0.9], [0.8, -0.1, -0.8], [-0.7, 0.7, -0.5], [0.7, -0.4, -0.6], [-0.9, 0.3, -0.7], [-0.9, -0.6, -0.1], [-0.2, 1.0, 0.3], [0.5, 0.6, -0.7], [1.0, 0.3, -0.3], [1.2, -0.7, 0.2], [0.0, -0.3, 0.3], [-1.0, 0.3, 0.0], [0.1, -0.2, 0.1], [-0.2, -0.1, -0.2], [0.3, 0.2, 0.1], [-0.1, -0.2, 0.2], [0.0, 0.2, -0.3], [-0.1, 0.2, 0.1], [0.0, 0.1, 0.0], [0.0, 0.1, 0.0], [0.0, 0.0, 0.0], [0.0, 0.1, 0.0], [0.0, 0.0, -0.1], [0.0, -0.1, -0.1], [0.1, 0.0, 0.0], [-0.1, -0.2, 0.1], [0.0, 0.0, 0.1], [0.1, -0.1, 0.0], [0.1, -0.1, 0.0], [-0.1, -0.2, -0.1], [-0.2, 0.2, -0.2], [0.2, 0.0, 0.1], [-0.1, -0.2, 0.1], [0.2, 0.3, -0.1], [0.1, 0.2, 0.2], [0.0, 0.0, 0.1], [0.0, 0.1, 0.0], [0.0, 0.0, 0.0], [0.0, 0.1, 0.1], [0.0, 0.1, 0.0], [0.0, 0.0, -0.1], [0.1, -0.1, 0.0], [-0.2, -0.1, 0.0], [0.0, 0.0, 0.1], [0.1, -0.2, 0.0], [0.0, -0.1, -0.1], [0.0, -0.2, 0.1], [0.1, 0.0, -0.4], [0.0, 0.1, 0.2], [-0.3, -0.2, 0.2], [0.2, 0.2, -0.1], [-0.2, 0.2, 0.1], [0.0, 0.1, 0.0], [0.0, 0.1, 0.0], [0.0, 0.0, 0.0], [0.0, 0.1, 0.0], [0.1, -0.1, -0.1], [0.0, -0.1, -0.1], [0.1, 0.0, 0.1], [-0.1, -0.2, 0.0], [0.0, 0.0, 0.1], [0.1, -0.1, 0.1], [0.1, -0.1, 0.1], [0.1, -0.2, 0.0], [0.2, 0.3, -0.2], [-0.2, 0.0, 0.2], [-0.1, -0.3, -0.1], [0.0, 0.4, 0.1], [-0.3, 0.0, -0.1], [-0.1, 0.0, 0.0], [-0.1, 0.1, 0.0], [0.0, 0.0, 0.0], [-0.1, 0.1, 0.0], [0.0, 0.1, 0.0], [0.1, 0.0, -0.1], [0.0, 0.0, 0.1], [0.1, -0.2, -0.1], [-0.1, -0.1, 0.0], [0.1, -0.1, 0.1], [0.1, -0.1, 0.1]], "mulliken_charge": [-0.5728, -0.1693, 0.5777, -0.5578, -0.3552, -0.5100, -0.5272, -0.1322, -0.6449, -1.1328, -0.6290, 0.4862, 0.2461, -0.7393, -0.3603, 0.0097, -0.5962, 0.2296, 0.2157, 0.3892, 0.3287, 0.3091, 0.3636, 0.0673, 0.3398, 0.2094, 0.2146, 0.3805, 0.5276, 0.3786, 0.5243, 0.2538, 0.3118, 0.4711, 0.3789, 0.2957, 0.4142, -1.5662, 0.8747, -0.9866, -0.2663, -0.6932, -0.6574, 0.3565, 0.2839, 0.3832, 0.1812, 0.3605, 0.3960, 0.3339, 0.2178, 0.2557, 0.3335, 0.1866, -1.4899, 0.5551, -0.7385, -0.3630, -0.6968, -0.5622, 0.3003, 0.3014, 0.3721, 0.3500, 0.3114, 0.4738, 0.3198, 0.2549, 0.2536, 0.0342, 0.3347, -1.4721, 0.2938, 0.0264, -0.3456, -0.7232, -0.7521, 0.2920, 0.3674, 0.3395, 0.4149, -0.3371, 0.4354, 0.3381, 0.2372, 0.2550, 0.2719, 0.3438, -1.4054, 0.2691, -0.6427, -0.3718, -0.7875, -0.7375, 0.2867, 0.3510, 0.3445, 0.4218, 0.3338, 0.4337, 0.3289, 0.2984, 0.2897, 0.2741, 0.3273]}